[1]
{
  "formula": "C3H4LiNdO4",
  "method": "the ωB97M-V functional and the def2-TZVPD basis",
  "elements": ["O", "C", "O", "Nd", "O", "C", "C", "H", "H", "H", "H", "Li", "O"],
  "xyz": [[0.43, -2.47, 0.71], [0.24, -1.51, -0.08], [-0.11, -1.72, -1.27], [0.19, -4.43, -1.04], [0.28, -0.27, 0.43], [-0.93, 0.81, -0.05], [0.32, 1.63, -0.06], [-1.95, 1.16, 0.14], [-1.15, 0.46, -1.06], [0.60, 1.96, -1.09], [-0.70, 2.21, 0.61], [1.53, 0.23, 1.94], [1.25, 1.93, 0.84]],
  "nbo_charge": [-0.744, 0.942, -0.765, 1.947, -0.566, -0.198, 0.109, 0.366, 0.359, 0.298, 0.647, 0.981, -0.377],
  "de_lowest_ev": 8.428,
  "total_charge": 3,
  "lumo_energy_ha": [-0.56756, -0.56742],
  "s_squared": 6.003,
  "spin_multiplicity": 5,
  "orbital_gap_ev": [3.63, 6.53]
}

***

[2]
{
  "formula": "ClH46O23",
  "method": "the ωB97M-V functional and the def2-TZVPD basis",
  "elements": ["Cl", "O", "H", "H", "O", "H", "H", "O", "H", "H", "O", "H", "H", "O", "H", "H", "O", "H", "H", "O", "H", "H", "O", "H", "H", "O", "H", "H", "O", "H", "H", "O", "H", "H", "O", "H", "H", "O", "H", "H", "O", "H", "H", "O", "H", "H", "O", "H", "H", "O", "H", "H", "O", "H", "H", "O", "H", "H", "O", "H", "H", "O", "H", "H", "O", "H", "H", "O", "H", "H"],
  "xyz": [[9.78, 10.73, 11.84], [7.61, 12.43, 15.85], [7.39, 11.49, 15.66], [7.22, 12.81, 15.06], [6.19, 9.05, 9.16], [5.72, 9.86, 8.91], [7.10, 9.24, 8.99], [9.02, 9.30, 8.91], [9.36, 8.42, 8.70], [9.18, 9.58, 9.80], [7.25, 8.70, 12.11], [8.05, 9.18, 11.89], [6.71, 8.84, 11.31], [10.80, 14.24, 11.82], [10.73, 14.07, 10.89], [9.89, 14.41, 12.15], [8.13, 11.87, 7.51], [8.04, 10.95, 7.74], [8.82, 12.24, 8.10], [15.73, 7.09, 8.66], [16.66, 6.94, 8.68], [15.60, 7.60, 9.49], [9.43, 7.98, 14.82], [8.76, 8.45, 15.35], [10.03, 8.74, 14.59], [7.61, 14.39, 13.44], [7.75, 14.19, 12.50], [8.46, 14.64, 13.82], [11.96, 5.95, 12.12], [11.35, 6.66, 12.34], [11.59, 5.18, 12.54], [9.49, 6.84, 8.21], [10.37, 6.58, 8.45], [8.89, 6.34, 8.81], [10.99, 13.05, 9.36], [11.01, 12.33, 10.01], [11.85, 13.06, 8.95], [7.46, 9.99, 14.58], [8.22, 10.36, 14.05], [7.05, 9.39, 13.92], [5.58, 12.25, 8.42], [5.12, 13.07, 8.30], [6.29, 12.24, 7.78], [11.38, 15.21, 14.52], [11.42, 14.37, 14.94], [11.66, 15.02, 13.60], [10.20, 12.52, 15.09], [9.25, 12.55, 15.39], [10.15, 12.29, 14.16], [12.35, 7.01, 9.04], [12.37, 6.70, 9.98], [13.22, 7.35, 8.87], [10.19, 5.49, 16.28], [9.25, 5.28, 16.47], [10.02, 6.37, 15.82], [8.00, 12.95, 10.49], [8.44, 12.32, 11.04], [7.17, 12.56, 10.15], [8.00, 5.75, 10.44], [7.30, 6.40, 10.23], [8.53, 6.31, 11.03], [12.00, 8.57, 12.75], [12.06, 8.68, 13.68], [11.49, 9.33, 12.45], [11.79, 9.99, 15.64], [12.70, 10.21, 15.74], [11.27, 10.81, 15.55], [14.37, 7.61, 11.65], [13.92, 8.34, 12.08], [13.76, 6.88, 11.81]],
  "nbo_charge": [-0.919, -0.970, 0.505, 0.492, -0.995, 0.487, 0.492, -1.037, 0.510, 0.493, -1.002, 0.493, 0.497, -0.982, 0.499, 0.466, -0.989, 0.492, 0.511, -0.953, 0.462, 0.490, -0.977, 0.492, 0.489, -0.975, 0.492, 0.483, -0.982, 0.503, 0.482, -0.974, 0.501, 0.496, -0.963, 0.503, 0.475, -1.013, 0.495, 0.521, -0.988, 0.469, 0.504, -0.976, 0.482, 0.489, -1.026, 0.506, 0.487, -0.982, 0.494, 0.489, -0.968, 0.454, 0.500, -1.006, 0.494, 0.493, -0.947, 0.483, 0.483, -1.001, 0.486, 0.509, -0.991, 0.474, 0.509, -0.995, 0.492, 0.492],
  "de_lowest_ev": 0.000,
  "total_charge": -1,
  "lumo_energy_ha": 0.08283,
  "orbital_gap_ev": 10.14
}

***

[3]
{
  "formula": "C14H25Cl6N5O",
  "method": "the ωB97M-V functional and the def2-TZVPD basis",
  "elements": ["C", "O", "N", "C", "C", "H", "H", "H", "H", "H", "H", "H", "C", "Cl", "Cl", "H", "H", "C", "Cl", "Cl", "H", "H", "C", "Cl", "Cl", "H", "H", "C", "C", "N", "H", "H", "H", "C", "C", "N", "H", "H", "H", "C", "C", "N", "H", "H", "H", "C", "C", "N", "H", "H", "H"],
  "xyz": [[-2.29, -2.97, -0.95], [-2.00, -3.84, -0.13], [-1.87, -2.89, -2.22], [-2.20, -1.82, -3.06], [-0.80, -3.81, -2.69], [-2.91, -2.09, -0.70], [-2.59, -2.20, -4.02], [-1.34, -1.19, -3.37], [-2.99, -1.18, -2.67], [-0.83, -3.86, -3.76], [0.27, -3.44, -2.48], [-0.75, -4.83, -2.34], [0.98, -0.04, 0.90], [1.15, -1.41, -0.15], [1.90, -0.13, 2.44], [1.23, 0.85, 0.35], [-0.08, 0.10, 1.15], [4.85, -0.61, -0.38], [4.08, 1.04, -0.42], [4.47, -1.43, -1.96], [5.90, -0.53, -0.42], [4.36, -1.27, 0.31], [-1.00, -2.80, 3.48], [0.41, -3.58, 4.27], [-2.03, -2.08, 4.73], [-0.60, -2.04, 2.81], [-1.51, -3.56, 2.93], [-3.23, 1.57, 3.73], [-2.71, 0.67, 2.74], [-2.33, 0.12, 1.80], [-3.99, 1.08, 4.42], [-3.84, 2.37, 3.34], [-2.33, 2.00, 4.17], [2.35, 3.97, 1.59], [1.13, 3.92, 2.32], [0.10, 3.78, 2.83], [3.22, 4.18, 2.25], [2.38, 4.75, 0.81], [2.48, 2.97, 1.07], [-1.32, 2.74, -0.23], [-1.55, 2.11, -1.54], [-1.72, 1.57, -2.53], [-2.03, 3.46, 0.00], [-0.30, 3.22, -0.36], [-1.09, 1.91, 0.49], [1.82, 0.41, -3.27], [1.64, 1.68, -2.56], [1.61, 2.76, -2.20], [2.11, -0.39, -2.60], [2.68, 0.66, -3.95], [1.09, 0.10, -3.96]],
  "nbo_charge": [0.538, -0.640, -0.431, -0.401, -0.422, 0.116, 0.189, 0.197, 0.228, 0.199, 0.189, 0.237, -0.421, -0.005, -0.036, 0.215, 0.247, -0.329, -0.051, -0.077, 0.227, 0.239, -0.371, -0.056, -0.033, 0.225, 0.238, -0.746, 0.347, -0.400, 0.265, 0.261, 0.278, -0.745, 0.306, -0.359, 0.262, 0.269, 0.266, -0.728, 0.319, -0.381, 0.253, 0.265, 0.265, -0.731, 0.329, -0.389, 0.267, 0.257, 0.257],
  "lumo_energy_ha": 0.01691,
  "smiles": "CN(C)C=O.ClCCl.ClCCl.ClCCl.CC#N.CC#N.CC#N.CC#N",
  "orbital_gap_ev": 9.65
}

***

[4]
{
  "formula": "C26H32IN6O5S2Sc",
  "method": "the ωB97M-V functional and the def2-TZVPD basis",
  "elements": ["Sc", "C", "C", "N", "C", "C", "C", "O", "C", "C", "N", "C", "C", "C", "C", "C", "C", "I", "C", "O", "H", "H", "H", "H", "H", "H", "H", "H", "H", "H", "H", "H", "C", "O", "C", "C", "O", "C", "C", "O", "C", "H", "H", "H", "H", "H", "H", "H", "H", "H", "H", "H", "H", "H", "H", "N", "C", "N", "C", "C", "S", "C", "C", "S", "C", "N", "N", "H", "H", "H", "H", "H", "H"],
  "xyz": [[-0.01, 0.15, -0.26], [-3.40, 3.22, 0.63], [-3.86, 1.81, 0.46], [-5.16, 1.60, 0.47], [-5.63, 0.35, 0.35], [-4.83, -0.76, 0.24], [-5.46, -2.13, 0.13], [-4.99, -3.02, 1.14], [-3.44, -0.56, 0.22], [-2.58, -1.72, 0.13], [-1.32, -1.79, -0.15], [-0.85, -3.15, -0.18], [-1.66, -4.18, -0.68], [-1.24, -5.50, -0.66], [0.00, -5.83, -0.15], [0.85, -4.83, 0.30], [0.41, -3.51, 0.28], [1.81, -2.05, 0.73], [-2.95, 0.74, 0.33], [-1.63, 0.96, 0.33], [-4.27, 3.85, 0.81], [-2.89, 3.58, -0.26], [-2.73, 3.32, 1.49], [-6.71, 0.25, 0.36], [-5.22, -2.59, -0.84], [-6.54, -2.03, 0.16], [-5.60, -3.00, 1.89], [-3.10, -2.65, 0.36], [-2.62, -3.94, -1.11], [-1.90, -6.26, -1.05], [0.33, -6.86, -0.13], [1.83, -5.07, 0.66], [3.31, 0.39, -1.63], [2.42, 0.83, -0.60], [3.12, 1.17, 0.59], [2.19, 2.01, 1.43], [0.91, 1.36, 1.48], [0.16, 1.54, 2.69], [0.07, 0.23, 3.44], [-0.66, -0.69, 2.65], [-0.90, -1.89, 3.38], [3.97, 1.21, -1.91], [2.70, 0.11, -2.49], [3.90, -0.46, -1.30], [4.02, 1.76, 0.35], [3.45, 0.26, 1.11], [2.05, 3.00, 1.00], [2.59, 2.10, 2.44], [-0.84, 1.89, 2.40], [0.65, 2.31, 3.30], [-0.44, 0.41, 4.39], [1.07, -0.17, 3.66], [-1.47, -1.68, 4.28], [0.04, -2.38, 3.65], [-1.48, -2.56, 2.74], [0.57, -2.83, -2.77], [0.41, -1.60, -3.28], [0.34, -0.48, -2.57], [0.22, 0.61, -3.45], [0.15, 0.30, -4.76], [0.27, -1.40, -4.98], [0.22, 1.95, -2.89], [0.33, 3.12, -3.57], [0.21, 4.44, -2.47], [0.00, 3.34, -1.18], [0.05, 2.07, -1.52], [-0.14, 3.76, 0.10], [0.90, -2.95, -1.83], [0.72, -3.61, -3.39], [0.02, 0.96, -5.59], [0.49, 3.28, -4.62], [-0.37, 4.73, 0.24], [-0.66, 3.11, 0.69]],
  "lowdin_charge": [0.955, -0.006, -0.241, 0.146, -0.062, -0.123, -0.185, -0.058, -0.056, -0.027, 0.042, -0.345, -0.013, -0.031, -0.043, -0.128, -0.624, 1.348, -0.215, -0.177, 0.095, 0.079, 0.076, 0.125, 0.132, 0.130, 0.109, 0.110, 0.126, 0.123, 0.122, 0.105, -0.055, -0.335, -0.204, -0.126, -0.272, -0.130, -0.189, -0.262, -0.075, 0.112, 0.080, 0.093, 0.152, 0.095, 0.131, 0.149, 0.118, 0.147, 0.148, 0.138, 0.106, 0.093, 0.088, 0.140, -0.663, 0.016, -0.335, -0.313, 1.142, -0.324, -0.304, 1.149, -0.664, 0.015, 0.124, 0.040, 0.121, 0.092, 0.090, 0.121, 0.061],
  "de_lowest_ev": 0.701,
  "total_charge": 2,
  "lumo_energy_ha": -0.20884,
  "orbital_gap_ev": 7.59
}